Entry 1:
110
Properties=species:S:1:pos:R:3:forces:R:3 method="wB97M-V/def2-TZVPD" relative_energy_kj_mol=28.7 e_lumo_ev=-0.180 e_homo_ha=-0.267 energy_ha=-13028.79045 charge=0 homo_lumo_gap_ev=7.1
In -0.274 -0.137 1.264 -0.1709 -0.1864 -0.3847
C -4.038 -1.674 -0.431 -0.0332 -0.0308 -0.0088
C -3.101 -0.671 0.184 -0.0006 0.1483 -0.1507
O -1.858 -0.999 0.117 -0.0186 0.0110 0.2328
C -3.618 0.485 0.741 0.0312 -0.0156 0.0259
C -2.907 1.532 1.384 -0.0292 -0.0387 -0.0271
C -3.669 2.750 1.816 0.0034 0.0173 0.0110
N -1.622 1.468 1.625 0.0805 0.1286 0.1020
N -1.020 2.563 2.240 -0.0007 0.0193 -0.0190
C 0.209 2.321 2.575 -0.0248 -0.1496 0.0101
O 0.836 1.181 2.440 0.0990 0.1399 0.1240
C 1.004 3.434 3.159 -0.0243 0.0027 -0.0247
C 0.572 4.753 3.048 0.0142 0.0133 0.0208
C 1.363 5.787 3.525 -0.0175 -0.0061 -0.0148
C 2.588 5.513 4.121 0.0193 0.0068 0.0186
C 3.016 4.198 4.245 0.0119 0.0015 0.0066
C 2.228 3.161 3.763 -0.0029 0.0011 -0.0315
H -3.619 -2.025 -1.374 0.0070 0.0342 -0.0143
H -4.121 -2.538 0.234 0.0134 0.0012 -0.0071
H -5.031 -1.264 -0.599 0.0106 0.0026 0.0076
H -4.686 0.624 0.658 0.0121 -0.0035 -0.0037
H -4.701 2.693 1.479 -0.0025 0.0036 0.0100
H -3.641 2.843 2.903 0.0116 -0.0034 -0.0107
H -3.194 3.646 1.418 -0.0081 -0.0048 -0.0118
H -0.376 4.951 2.567 0.0019 -0.0067 0.0036
H 1.027 6.811 3.426 0.0013 -0.0083 0.0037
H 3.204 6.322 4.494 -0.0042 -0.0139 -0.0078
H 3.965 3.979 4.719 -0.0107 0.0056 -0.0046
H 2.553 2.132 3.839 -0.0153 0.0108 0.0038
C 1.838 -4.018 -1.829 0.0135 0.0277 -0.0869
O 1.122 -4.579 -2.935 0.0052 -0.0368 0.0664
C 0.707 -3.861 -3.980 -0.1279 0.0390 -0.0719
O 0.173 -4.409 -4.905 0.0938 -0.0058 -0.0733
C 0.734 -2.351 -3.936 0.0191 0.0551 0.0139
C 1.789 -1.598 -4.250 -0.0354 0.0750 -0.0374
As 1.942 0.360 -4.341 0.0077 0.0137 0.0239
C 2.310 0.408 -6.271 -0.0455 -0.0427 0.0447
C 0.045 0.870 -4.386 -0.1085 -0.0237 -0.0380
C -0.990 0.094 -4.076 0.0319 0.0658 0.0379
As -0.988 -1.674 -3.268 0.0518 -0.2150 0.0412
C -2.191 -2.518 -4.576 0.0562 0.0574 0.0138
C -2.410 0.572 -4.115 -0.0511 -0.2475 -0.0369
O -3.173 0.415 -3.197 -0.0192 0.0987 0.0486
O -2.762 1.034 -5.318 0.1283 0.2520 0.0257
C -4.092 1.570 -5.398 -0.0016 -0.0595 -0.0113
C -0.206 2.333 -4.599 0.3765 0.0956 0.2744
O -0.988 2.987 -3.961 -0.3032 -0.0822 -0.1395
O 0.666 2.872 -5.469 0.0263 -0.0178 -0.1248
C 0.565 4.289 -5.690 -0.0342 -0.0501 -0.0230
C 3.135 -2.167 -4.541 0.0151 -0.0812 0.0502
O 4.139 -1.490 -4.551 0.0365 0.0306 0.0205
O 3.135 -3.477 -4.777 -0.0254 -0.0672 0.0306
C 4.417 -4.076 -5.011 -0.0333 0.0212 0.0091
H 2.826 -4.476 -1.810 0.0081 0.0271 0.0066
H 1.301 -4.272 -0.920 -0.0474 -0.0471 0.0640
H 1.924 -2.938 -1.896 0.0023 0.0748 -0.0113
H 3.271 -0.075 -6.432 0.0037 0.0006 0.0003
H 2.359 1.438 -6.604 -0.0101 0.0637 -0.0128
H 1.525 -0.122 -6.806 -0.0003 0.0097 -0.0393
H -1.870 -2.322 -5.596 0.0004 -0.0162 0.0024
H -3.184 -2.107 -4.399 -0.0180 -0.0103 0.0027
H -2.204 -3.589 -4.399 -0.0142 -0.0340 0.0110
H -4.126 2.138 -6.321 0.0028 -0.0156 -0.0169
H -4.291 2.209 -4.542 0.0015 0.0213 0.0134
H -4.819 0.759 -5.424 -0.0086 0.0004 0.0304
H 1.569 4.637 -5.917 0.0067 -0.0135 -0.0261
H 0.171 4.788 -4.810 0.0104 0.0037 0.0287
H -0.094 4.469 -6.537 -0.0156 0.0125 0.0014
H 4.221 -5.135 -5.144 -0.0027 0.0017 -0.0027
H 5.073 -3.907 -4.159 0.0013 0.0009 0.0024
H 4.872 -3.652 -5.903 0.0020 0.0050 -0.0037
Br 1.772 -8.074 2.047 0.0075 0.0045 0.0013
C 0.681 -6.557 1.764 -0.0181 0.0207 -0.0080
C -0.597 -6.720 1.246 0.0169 -0.0177 0.0174
N -1.415 -5.699 1.019 -0.0113 0.0168 0.0142
C -0.983 -4.476 1.318 0.0162 -0.0264 0.0192
C 0.285 -4.225 1.832 0.0168 0.0641 -0.0623
C 1.147 -5.289 2.052 -0.0004 -0.0226 -0.0520
C 0.739 -2.809 2.034 0.0431 -0.0429 0.2053
O 1.942 -2.542 1.949 -0.1868 -0.0906 0.0236
O -0.205 -1.970 2.268 0.1563 -0.0473 -0.0734
H -0.963 -7.712 1.005 -0.0068 0.0207 -0.0014
H -1.651 -3.645 1.120 0.0084 -0.0337 0.0078
H 2.148 -5.120 2.425 -0.0107 0.0223 0.0025
S 1.165 -0.386 -0.780 -0.0102 -0.0763 -0.0774
C 2.760 0.021 -0.225 0.1076 0.0289 0.1578
N 3.551 0.694 -1.053 -0.0237 0.0140 -0.0604
C 4.881 1.176 -0.695 -0.0333 0.0350 0.0067
C 4.988 1.274 0.818 0.0174 0.0107 -0.0116
C 4.528 -0.030 1.443 -0.0448 0.0082 0.0169
N 3.190 -0.347 0.966 0.0906 0.0767 -0.2735
H 3.154 0.961 -1.944 -0.0017 -0.0005 0.0271
H 5.010 2.156 -1.157 0.0118 0.0032 -0.0060
H 5.643 0.508 -1.102 0.0047 -0.0214 0.0085
H 4.352 2.086 1.176 -0.0217 0.0065 0.0125
H 6.015 1.492 1.108 0.0087 -0.0050 -0.0096
H 4.485 0.046 2.528 -0.0119 0.0023 0.0057
H 5.214 -0.845 1.190 0.0062 -0.0005 0.0037
H 2.637 -1.052 1.469 -0.0369 -0.0324 0.0999
Br 4.137 5.981 -3.105 -0.0021 0.0023 -0.0072
C 3.168 4.883 -1.909 -0.0138 -0.0233 0.0339
C 3.398 4.963 -0.548 -0.0009 0.0041 -0.0421
C 2.668 4.116 0.276 0.0562 -0.0219 -0.0351
N 1.774 3.237 -0.171 -0.0860 0.0801 0.0083
C 1.549 3.203 -1.483 -0.0302 -0.0109 0.0916
C 2.225 3.997 -2.398 0.0394 0.0097 -0.0264
H 4.116 5.658 -0.135 -0.0035 -0.0073 0.0033
H 2.821 4.146 1.350 -0.0153 0.0048 -0.0026
H 0.797 2.498 -1.824 0.0189 0.0006 0.0198
H 2.028 3.920 -3.457 -0.0095 -0.0228 -0.0057

---

Entry 2:
100
Properties=species:S:1:pos:R:3:forces:R:3 method="wB97M-V/def2-TZVPD" e_lumo_ev=1.881 e_homo_ha=-0.185 energy_ha=-3284.67747 charge=-1 homo_lumo_gap_ev=6.9
Bi 13.695 11.550 11.653 -1.0974 0.5841 1.0843
C 15.273 8.129 8.408 0.5867 0.4379 0.3112
C 15.912 9.357 9.134 0.2637 -0.8073 -1.3860
C 17.368 9.045 9.390 0.3288 0.6309 -0.6549
C 15.710 10.671 8.409 -1.0726 1.0408 1.3456
C 16.693 11.321 7.720 1.7585 -1.5649 -1.0808
C 16.497 12.552 7.135 0.1459 0.5546 -0.3649
C 15.357 13.257 7.394 -1.8107 -0.8099 0.5371
C 14.283 12.733 8.151 1.0164 -1.6998 1.0123
C 13.030 13.610 8.397 2.0807 0.7707 -1.0744
C 13.395 14.700 9.413 0.7644 -0.8739 0.5279
C 11.736 12.938 8.653 -1.4011 -0.9936 0.3049
C 14.533 11.417 8.699 -0.2328 1.0023 -1.5187
N 13.623 10.792 9.564 -0.7002 -0.1984 0.1091
C 12.628 9.984 9.116 1.1778 1.3028 2.9725
O 12.331 9.747 7.995 -0.8275 -0.7696 -3.0859
C 11.893 9.352 10.259 -0.4919 -0.5164 0.4792
C 10.870 8.419 10.098 1.0997 0.8364 0.0363
C 10.466 7.763 11.231 -0.9435 -0.7186 -0.7032
C 11.032 7.958 12.450 0.3618 0.3687 1.3779
C 11.961 8.973 12.560 0.6506 0.4402 -0.7129
N 12.346 9.641 11.481 -0.3181 -0.4053 -0.9381
C 12.718 9.364 13.793 -0.9588 0.1410 0.0806
O 12.303 8.878 14.845 0.8121 0.1457 0.1619
N 13.718 10.225 13.534 0.1855 -0.3855 0.6170
C 14.694 10.407 14.540 2.5773 0.2456 1.5812
C 15.782 9.430 14.627 -1.9450 1.4576 0.5483
C 16.721 9.573 15.670 -0.6003 0.7119 -1.3718
C 16.738 10.718 16.443 -0.1500 1.1059 -0.4598
C 15.792 11.753 16.275 0.8685 -1.6926 0.8081
C 14.734 11.586 15.404 -1.0091 -1.5072 -0.9395
C 13.540 12.509 15.462 -1.0332 -0.1884 -1.5064
C 13.944 13.957 15.581 1.1940 0.8683 0.0173
C 12.510 12.118 16.523 0.9232 2.2117 1.1363
C 15.850 8.276 13.640 1.3988 0.7738 0.8399
C 15.184 7.026 14.144 -0.2807 -0.3059 -1.3560
C 17.335 8.039 13.231 -0.2736 0.0794 1.9662
H 15.322 7.216 8.986 -0.1224 -0.0766 0.7544
H 14.260 8.310 8.127 -0.6983 0.0789 -0.2446
H 15.825 7.831 7.527 0.2667 0.4428 -0.5711
H 15.433 9.463 10.088 -0.2607 -0.0853 0.4885
H 17.922 8.786 8.486 -0.1756 -0.1361 -0.2433
H 17.900 9.891 9.815 -0.0581 -0.0844 0.4272
H 17.380 8.189 10.018 0.4033 -0.6974 0.7987
H 17.632 10.742 7.555 -0.6804 0.7695 -0.0253
H 17.157 13.006 6.399 0.4419 -0.2925 0.3941
H 15.188 14.183 6.916 -0.0301 1.0560 -0.4560
H 12.921 14.080 7.398 -0.0172 0.1211 0.4269
H 13.629 14.220 10.392 -0.3060 0.2898 -0.4268
H 14.349 15.200 9.141 -0.8871 0.1136 0.0059
H 12.545 15.346 9.596 0.1341 0.4939 -0.0649
H 11.541 12.685 9.718 0.2549 0.0957 -0.4614
H 10.882 13.587 8.355 0.5709 -0.3785 0.0718
H 11.735 12.008 8.055 -0.5164 0.4555 0.2717
H 10.478 8.180 9.132 -0.0873 0.0695 -0.3824
H 9.680 7.047 11.122 -0.3709 -0.5138 0.0617
H 10.762 7.381 13.325 -0.0004 0.1249 -0.0389
H 17.548 8.901 15.665 0.4275 -0.4887 0.3849
H 17.567 10.979 17.092 0.0126 -0.5570 0.1817
H 15.927 12.542 17.013 -0.5429 0.2796 -0.5793
H 12.903 12.367 14.533 1.1038 0.3267 0.5505
H 14.611 14.131 16.483 -0.8740 -0.1700 -0.8689
H 14.567 14.246 14.687 -0.7321 -0.0187 0.8051
H 13.061 14.611 15.669 0.4119 -0.1632 -0.1816
H 12.954 12.364 17.535 -0.5795 -0.4295 -0.7806
H 11.633 12.809 16.367 0.5004 -1.0984 0.2325
H 12.331 11.078 16.440 -0.7482 -0.9646 0.0839
H 15.298 8.528 12.770 -0.3632 0.7393 -0.9701
H 15.776 6.576 14.897 0.0586 -0.3766 1.4103
H 14.118 7.155 14.311 0.1010 0.1356 0.8540
H 15.204 6.312 13.334 0.1581 -0.4615 -0.5224
H 17.855 7.395 14.028 -0.4459 1.1279 -1.1768
H 17.330 7.520 12.328 0.0933 -1.3435 -1.5105
H 17.852 8.979 12.985 -0.0798 -0.2491 0.6131
N 7.664 16.882 7.882 -0.8159 -0.7778 0.3070
C 8.394 16.629 9.042 1.1048 0.2586 0.7296
C 8.490 15.325 9.516 -0.7497 0.0518 -1.1957
C 9.356 14.980 10.517 0.2405 0.1794 -0.2565
C 10.119 15.981 11.066 0.7009 -0.3834 1.2756
C 9.992 17.293 10.693 0.6639 1.4282 -0.1135
C 9.139 17.645 9.663 0.0765 1.0819 -0.7296
S 11.227 15.667 12.436 0.8477 0.3498 1.1979
O 12.469 16.401 12.155 -1.2684 -1.2404 -0.0799
O 10.512 16.130 13.625 0.0663 -0.1662 -0.5367
N 11.469 14.078 12.498 0.2974 0.9271 -0.6889
C 10.658 13.253 13.176 0.1800 -1.1349 0.3384
S 9.268 13.679 14.179 0.1995 -0.4517 -0.0840
C 8.989 11.988 14.470 0.0769 -0.6263 0.4755
C 9.933 11.227 13.835 -0.5510 0.9245 1.0272
N 10.889 11.921 13.161 -0.0140 1.0787 -0.9862
H 6.773 16.383 7.957 0.3254 0.3134 -0.4219
H 7.493 17.856 7.898 -0.5461 1.1240 -0.5699
H 7.913 14.614 8.922 0.2026 -0.2794 0.4492
H 9.540 13.963 10.779 -0.0973 -0.5464 0.3001
H 10.645 18.065 11.156 -0.5877 -0.7238 -0.2809
H 9.161 18.730 9.279 -0.3043 -1.8264 0.5556
H 8.346 11.637 15.292 0.1283 0.2994 -0.8035
H 10.007 10.156 13.951 0.0709 -0.0136 -0.0378
N 17.109 11.440 11.611 0.9679 0.1090 0.0772
C 15.965 11.386 11.608 -0.6248 -0.3634 0.0374